{
  "formula": "C72H178N6O30",
  "method": "ωB97M-V with the def2-TZVPD basis set",
  "symbols": ["C", "O", "C", "C", "O", "C", "C", "O", "C", "H", "H", "H", "H", "H", "H", "H", "H", "H", "H", "H", "H", "H", "H", "C", "O", "C", "C", "O", "C", "C", "O", "C", "H", "H", "H", "H", "H", "H", "H", "H", "H", "H", "H", "H", "H", "H", "C", "O", "C", "C", "O", "C", "C", "O", "C", "H", "H", "H", "H", "H", "H", "H", "H", "H", "H", "H", "H", "H", "H", "C", "O", "C", "C", "O", "C", "C", "O", "C", "H", "H", "H", "H", "H", "H", "H", "H", "H", "H", "H", "H", "H", "H", "C", "O", "C", "C", "O", "C", "C", "O", "C", "H", "H", "H", "H", "H", "H", "H", "H", "H", "H", "H", "H", "H", "H", "C", "O", "C", "C", "O", "C", "C", "O", "C", "H", "H", "H", "H", "H", "H", "H", "H", "H", "H", "H", "H", "H", "H", "C", "O", "C", "C", "O", "C", "C", "O", "C", "H", "H", "H", "H", "H", "H", "H", "H", "H", "H", "H", "H", "H", "H", "C", "O", "C", "C", "O", "C", "C", "O", "C", "H", "H", "H", "H", "H", "H", "H", "H", "H", "H", "H", "H", "H", "H", "C", "C", "C", "O", "C", "N", "H", "H", "H", "H", "H", "H", "H", "H", "H", "H", "H", "C", "C", "C", "O", "C", "N", "H", "H", "H", "H", "H", "H", "H", "H", "H", "H", "H", "C", "C", "C", "O", "C", "N", "H", "H", "H", "H", "H", "H", "H", "H", "H", "H", "H", "C", "C", "C", "O", "C", "N", "H", "H", "H", "H", "H", "H", "H", "H", "H", "H", "H", "C", "C", "C", "O", "C", "N", "H", "H", "H", "H", "H", "H", "H", "H", "H", "H", "H", "C", "C", "C", "O", "C", "N", "H", "H", "H", "H", "H", "H", "H", "H", "H", "H", "H"],
  "xyz": [[8.278236, -9.114374, 16.867676], [8.771415, -9.937466, 17.885221], [10.111122, -9.846249, 18.181846], [10.659382, -8.543389, 18.841297], [10.321558, -8.244651, 20.204577], [8.997633, -8.322931, 20.647352], [8.123532, -7.067381, 20.490901], [8.650865, -5.913489, 21.074731], [7.632233, -4.857272, 21.130386], [7.380152, -9.546386, 16.426187], [8.982815, -8.901623, 16.063689], [8.015383, -8.133636, 17.264111], [10.682825, -9.956760, 17.260416], [10.354343, -10.654109, 18.871988], [10.428217, -7.654466, 18.254373], [11.743012, -8.649663, 18.891924], [9.185395, -8.489102, 21.708125], [8.320691, -9.134292, 20.379875], [7.158809, -7.267094, 20.957291], [7.833951, -6.796981, 19.475463], [8.097764, -4.091014, 21.750245], [6.675375, -5.127418, 21.577081], [7.353527, -4.380226, 20.190793], [3.265294, 1.342148, 13.191782], [4.268732, 0.354511, 12.985242], [4.322654, -0.594018, 14.072290], [3.051343, -1.463835, 14.338858], [1.885905, -0.816191, 14.742832], [0.807604, -1.746705, 14.816819], [-0.479752, -1.108883, 15.499860], [-0.295832, -1.071526, 16.871741], [-1.475867, -0.892977, 17.576426], [3.288957, 1.829517, 14.166463], [2.270130, 0.921660, 13.047094], [3.301466, 2.205217, 12.527028], [4.637077, 0.038053, 14.902785], [5.184510, -1.260989, 14.051162], [3.353362, -2.252173, 15.028356], [2.937457, -1.953584, 13.371768], [1.167498, -2.677270, 15.255718], [0.512162, -1.991733, 13.796626], [-1.295134, -1.775287, 15.218510], [-0.692933, -0.194596, 14.946025], [-2.204289, -1.670633, 17.346746], [-1.867566, 0.123501, 17.614444], [-1.188349, -1.074161, 18.612093], [3.686942, 1.207666, 30.096897], [4.119002, 2.558870, 30.328754], [3.060532, 3.513096, 30.560304], [2.131928, 3.754697, 29.308766], [2.703770, 4.326717, 28.134118], [1.667061, 4.598535, 27.172643], [2.091971, 4.367341, 25.770918], [2.251710, 2.995777, 25.245851], [1.286726, 2.035855, 25.720930], [2.780070, 0.945273, 30.641715], [4.475937, 0.462975, 30.201895], [3.334689, 1.090921, 29.072018], [3.527613, 4.473223, 30.779627], [2.554544, 3.336284, 31.509416], [1.248635, 4.334559, 29.576448], [1.711047, 2.773944, 29.087219], [1.337045, 5.633761, 27.259272], [0.733733, 4.062795, 27.345820], [3.049037, 4.866328, 25.618843], [1.261844, 4.797810, 25.210834], [0.280785, 2.298824, 25.393757], [1.337621, 1.943146, 26.805790], [1.330827, 1.037046, 25.286740], [-2.007839, -2.800973, 24.831804], [-1.188716, -2.840526, 26.028410], [-0.077843, -3.723827, 25.979660], [1.043180, -2.937108, 25.178372], [0.619850, -2.832771, 23.830460], [0.820354, -4.073057, 23.173903], [0.454330, -4.091769, 21.683336], [-0.983973, -4.049530, 21.593460], [-1.393628, -3.825015, 20.319366], [-1.469064, -2.255603, 24.056949], [-2.891267, -2.178247, 24.972759], [-2.268364, -3.829506, 24.582120], [-0.300247, -4.720944, 25.599675], [0.329718, -3.894880, 26.976024], [2.047385, -3.329244, 25.339282], [1.055298, -1.915595, 25.558444], [0.144263, -4.874401, 23.471998], [1.805926, -4.524614, 23.287213], [0.946625, -4.971532, 21.268895], [0.995189, -3.221133, 21.312447], [-2.456808, -3.586101, 20.293640], [-1.159131, -4.491653, 19.489489], [-0.877755, -2.963346, 19.895683], [8.867573, -5.699679, 29.313586], [9.340827, -5.319466, 28.076516], [9.952565, -3.957328, 28.068529], [9.098937, -2.667452, 28.446357], [7.876535, -2.547269, 27.771131], [8.066613, -1.826532, 26.586590], [7.604399, -0.405844, 26.695790], [8.194122, 0.313510, 27.725313], [9.177748, 1.232958, 27.224830], [8.134096, -5.013779, 29.737449], [9.659298, -5.810020, 30.054598], [8.412001, -6.677808, 29.159291], [10.388046, -3.821207, 27.078614], [10.779772, -3.915043, 28.777081], [9.685784, -1.751133, 28.382625], [8.997876, -2.706009, 29.530980], [7.417003, -2.189498, 25.790127], [9.078255, -1.844731, 26.181189], [6.558624, -0.443781, 27.000778], [7.538182, 0.190130, 25.785565], [9.899894, 0.705777, 26.601378], [9.669275, 1.576542, 28.135027], [8.722034, 2.042132, 26.654163], [4.331245, 0.538315, 24.503812], [5.194345, -0.160828, 23.606233], [4.864307, -1.548505, 23.650564], [5.843987, -2.224683, 22.757349], [5.359069, -2.301836, 21.427132], [4.345525, -3.276091, 21.130844], [3.642501, -3.028539, 19.695150], [3.053384, -1.708142, 19.538260], [2.378936, -1.601036, 18.312873], [4.569601, 1.601498, 24.473335], [4.422072, 0.235702, 25.547020], [3.339069, 0.282793, 24.131803], [3.843931, -1.822180, 23.382190], [4.994918, -1.974365, 24.645398], [6.161560, -3.202479, 23.119517], [6.728735, -1.593746, 22.672286], [3.543615, -3.377836, 21.862071], [4.877563, -4.207861, 21.322754], [2.961287, -3.869896, 19.568046], [4.429949, -3.144301, 18.950406], [1.907504, -0.625360, 18.194963], [1.589987, -2.352767, 18.289501], [2.987284, -1.841457, 17.440968], [8.485699, -4.994446, 16.184497], [7.735487, -4.634783, 17.331923], [7.172777, -3.326270, 17.459636], [8.159771, -2.257600, 17.720709], [8.988376, -2.402574, 18.792294], [10.177553, -3.100498, 18.601776], [10.879447, -3.500654, 19.948498], [11.207657, -2.436073, 20.762033], [12.196233, -1.561281, 20.278520], [9.137606, -4.200047, 15.821124], [7.785338, -5.189345, 15.372325], [9.036402, -5.868534, 16.532052], [6.372435, -3.354010, 18.199081], [6.689749, -3.058146, 16.520014], [7.682436, -1.293401, 17.895561], [8.700343, -2.155066, 16.779772], [10.809661, -2.305544, 18.206072], [10.140897, -3.898125, 17.859785], [11.691634, -4.214543, 19.811311], [10.066421, -3.994351, 20.480814], [12.679418, -1.170562, 21.174052], [11.723831, -0.708155, 19.791597], [12.993491, -2.002085, 19.680033], [-4.304321, 5.670591, 14.984517], [-3.460080, 6.738790, 15.344714], [-3.369922, 6.822127, 16.746509], [-1.922513, 6.643495, 17.132689], [-1.805070, 5.317665, 16.930310], [-0.472002, 4.945900, 16.819367], [-0.303921, 3.457284, 16.460524], [1.136842, 3.253738, 16.262709], [1.610502, 1.875603, 16.264973], [-4.504944, 5.774428, 13.918183], [-5.276262, 5.578808, 15.469278], [-3.817237, 4.695484, 14.981533], [-3.993184, 6.150284, 17.336650], [-3.555491, 7.820199, 17.143375], [-1.591022, 6.889031, 18.141615], [-1.312011, 7.348412, 16.568366], [0.134576, 5.279146, 17.661450], [-0.105569, 5.535552, 15.979043], [-0.877751, 3.101228, 15.604925], [-0.563433, 2.814197, 17.301468], [1.546367, 1.477449, 15.252314], [1.024478, 1.307300, 16.987276], [2.670491, 1.862154, 16.518599], [0.585938, 2.955955, 20.221744], [1.099070, 2.403272, 21.608200], [0.803425, 0.928538, 21.763434], [-0.580027, 0.776044, 21.732426], [-1.044116, -0.562225, 21.683340], [2.518420, 2.760194, 21.652887], [-0.480485, 2.810903, 20.049081], [1.228183, 2.484815, 19.477674], [0.923042, 3.990749, 20.161280], [0.523984, 2.936980, 22.364864], [1.214820, 0.610814, 22.721507], [1.372501, 0.302657, 21.076023], [-0.259495, -1.318741, 21.670790], [-1.680009, -0.861268, 20.850075], [-1.637550, -0.766528, 22.574509], [3.069712, 2.007699, 21.265667], [2.828664, 2.776322, 22.613926], [5.513456, 2.768783, 27.173890], [6.293573, 4.004735, 27.535187], [6.245660, 5.207368, 26.574208], [7.207234, 6.175695, 26.975261], [7.396497, 7.234268, 26.010014], [5.711582, 4.463766, 28.816763], [5.578662, 2.040495, 27.982261], [5.963455, 2.338442, 26.279230], [4.459162, 2.969778, 26.983724], [7.302066, 3.792471, 27.890122], [5.218962, 5.570523, 26.528208], [6.604759, 4.889749, 25.595298], [8.134613, 7.959668, 26.352167], [6.505482, 7.793030, 25.723702], [7.870144, 6.856618, 25.103839], [5.597118, 3.672804, 29.434310], [4.716947, 4.449762, 28.641782], [3.700955, -1.858066, 27.684568], [4.120549, -2.375805, 29.102706], [2.965205, -2.687750, 30.141113], [2.303448, -1.501727, 30.537222], [1.287685, -1.700591, 31.547227], [5.075633, -3.470972, 28.857539], [4.602059, -1.716038, 27.087962], [3.111747, -0.941036, 27.683834], [3.029882, -2.591975, 27.238310], [4.590347, -1.484619, 29.518856], [3.346549, -3.188302, 31.031116], [2.302893, -3.424455, 29.686460], [0.828529, -0.794639, 31.942868], [1.705843, -2.016875, 32.502843], [0.491988, -2.340216, 31.165359], [5.982002, -3.065111, 28.673470], [5.247350, -3.869362, 29.769624], [6.752400, -5.778272, 26.484848], [5.683165, -5.229441, 25.606999], [5.330923, -6.127399, 24.408555], [5.532039, -7.520821, 24.541451], [6.668885, -7.985347, 23.868495], [4.481397, -5.121457, 26.434635], [7.599934, -6.144372, 25.905405], [6.308899, -6.646757, 26.971827], [7.178628, -5.106944, 27.230327], [5.911566, -4.258163, 25.168196], [5.629193, -5.767925, 23.423708], [4.270897, -6.105968, 24.155629], [7.481667, -7.262378, 23.799195], [6.363022, -8.201314, 22.844822], [6.967307, -8.950720, 24.277267], [4.796350, -4.667711, 27.280216], [4.228296, -6.050729, 26.738771], [4.231501, -6.150266, 14.250847], [2.732698, -5.690009, 14.319226], [2.225917, -5.440021, 15.766181], [1.899410, -6.698050, 16.389774], [1.463073, -6.673444, 17.728571], [2.692479, -4.449153, 13.564015], [4.621296, -6.101439, 13.234090], [4.441875, -7.203345, 14.437563], [4.952888, -5.558583, 14.814432], [2.117536, -6.463324, 13.859165], [1.278083, -4.902136, 15.746551], [3.003569, -4.894104, 16.300344], [1.197974, -7.701623, 17.974889], [0.554472, -6.074906, 17.794102], [2.226468, -6.282703, 18.401368], [1.821681, -4.572714, 13.067467], [3.389539, -4.381946, 12.836211], [4.812620, 1.485407, 18.460840], [5.621137, 1.126689, 19.712681], [6.404332, 2.311926, 20.269269], [7.329279, 2.792598, 19.242808], [8.624006, 2.282898, 19.254458], [4.561811, 0.737946, 20.636576], [5.463605, 1.860308, 17.671046], [4.083262, 2.254813, 18.714146], [4.200078, 0.621991, 18.201210], [6.333987, 0.330708, 19.497358], [6.854298, 2.104445, 21.240143], [5.789839, 3.177237, 20.517756], [8.823944, 2.024184, 20.294256], [9.245716, 3.137168, 18.986495], [8.732844, 1.399781, 18.624892], [4.182203, -0.107654, 20.235389], [4.921546, 0.455360, 21.537048]],
  "forces_ev_per_a": [[-0.17, 0.81, -0.05], [-1.23, -0.46, 0.07], [1.28, 1.00, 0.83], [-0.60, 0.09, 0.33], [0.16, -0.96, -1.23], [-0.73, 1.15, 1.38], [-0.25, -0.07, -0.38], [-1.16, 1.38, 0.41], [1.36, -0.02, 0.39], [0.09, -0.20, 0.19], [0.40, -0.37, -0.12], [-0.20, 0.21, 0.14], [0.38, -0.15, -0.16], [-0.08, -0.20, -0.13], [-0.07, 0.05, -0.41], [0.03, -0.01, -0.27], [-0.49, 0.26, 0.35], [0.63, -0.52, -0.86], [-0.19, -0.49, 0.31], [0.32, -0.41, -0.68], [-0.16, 0.07, -0.01], [0.21, -0.74, 0.34], [0.52, -0.34, -0.51], [-0.61, 0.22, 0.04], [-0.10, -0.66, -0.11], [-0.80, 1.56, 1.19], [1.94, 0.48, -1.23], [-0.31, 0.12, 0.56], [-0.94, 1.13, 0.03], [2.09, -1.75, -1.81], [0.31, 0.58, -0.53], [0.13, -0.30, 1.90], [0.31, -0.46, 0.38], [-0.05, -0.13, 0.16], [0.79, -0.43, -0.62], [-0.59, 0.00, 0.83], [-0.11, -0.21, -1.15], [-0.08, -0.10, 0.28], [-0.55, -0.25, -0.12], [-0.27, 0.00, 0.49], [-0.11, -0.13, -0.31], [-0.29, -0.33, 0.20], [0.12, 0.70, 0.58], [-0.38, 0.23, -0.38], [-0.23, 0.10, -0.73], [-0.08, -0.05, 0.21], [-0.94, 0.65, -0.80], [-0.72, -0.26, 0.44], [0.81, 0.93, -1.51], [-0.36, -1.04, 1.12], [-0.65, -0.44, 0.29], [0.07, -0.30, 0.87], [-0.18, -1.21, -0.95], [-0.07, -0.06, 0.97], [-0.32, 0.83, -0.14], [0.33, -0.04, 0.71], [0.13, 0.54, 0.57], [0.18, 0.15, -0.48], [0.62, -0.04, -0.24], [-0.73, -0.68, -0.35], [0.11, 0.37, 0.52], [-0.03, -0.30, -0.45], [0.35, 0.38, -0.04], [0.13, -0.55, 0.44], [-0.13, -0.08, -0.47], [0.24, 0.39, -0.52], [-0.32, 0.59, 0.33], [-0.11, -0.06, 0.06], [1.18, 0.12, -0.25], [0.83, 0.37, 0.49], [-0.85, -0.33, 0.21], [1.37, 1.75, -0.53], [-1.51, -0.58, 0.88], [1.36, -1.03, -0.99], [-1.10, -1.22, -1.09], [0.41, 1.15, 1.89], [2.08, -0.87, 0.86], [-0.57, 1.76, -2.37], [0.01, -0.69, -0.22], [-0.14, -0.35, 0.78], [-0.13, 0.13, -0.46], [-0.19, 0.09, -0.43], [-0.38, 0.29, 0.33], [0.17, -0.46, -0.45], [-0.17, 0.00, 0.14], [-0.26, 0.09, 1.14], [0.50, 0.54, 0.22], [-0.52, -0.35, -0.33], [-0.61, 0.46, -0.98], [-0.03, -0.24, 0.14], [-0.04, -1.41, 0.54], [0.00, 0.81, 0.21], [-0.29, -0.57, 0.72], [1.13, 3.06, -0.86], [-0.57, 0.02, -0.16], [0.82, -1.79, 0.97], [0.37, 0.02, 0.14], [-0.43, 0.82, -1.82], [-1.84, 0.41, 0.92], [1.17, 0.98, 0.01], [-0.16, -0.77, 1.00], [-0.28, 0.12, -0.06], [0.31, -0.01, 0.13], [-0.14, 0.03, 0.19], [-0.23, -0.33, -0.10], [0.19, -0.31, 0.18], [0.39, -0.12, -0.69], [-0.99, -0.22, 0.13], [-0.03, -0.75, -0.03], [0.29, -0.43, 0.32], [-0.43, -0.31, 0.00], [0.56, -0.35, -0.54], [0.16, 0.01, -0.13], [0.14, 0.42, -0.32], [-0.06, 0.11, 0.08], [0.00, 0.05, -0.71], [-0.47, -0.54, 0.92], [1.00, -0.07, 0.47], [-0.06, -0.27, -1.09], [-0.87, 0.16, -1.09], [-0.12, 0.93, -0.22], [1.87, 0.38, 1.44], [0.87, -1.47, 1.04], [-0.80, -0.69, -0.30], [-0.28, -0.09, -0.31], [0.19, -0.38, 0.09], [-0.49, 0.66, 0.39], [-0.36, 0.56, -0.29], [0.06, 0.32, 0.57], [-0.13, -0.31, 0.10], [0.09, -0.07, 0.14], [-0.28, 0.87, 0.41], [-0.29, -0.75, -1.26], [-0.58, 0.22, -0.09], [0.00, 0.06, -0.26], [0.30, 0.00, 0.21], [-0.42, -0.03, -0.03], [0.52, 0.28, -0.08], [-0.82, 0.65, 0.38], [-0.24, 0.25, 1.07], [-0.67, -1.00, -0.73], [0.23, 1.12, -0.96], [-0.40, -0.91, 2.23], [2.37, 1.05, 0.17], [-2.71, -0.64, -0.91], [0.51, 0.32, 0.17], [0.02, 0.70, 0.92], [0.35, 0.01, 0.21], [0.07, -0.48, -0.23], [0.12, -0.01, -0.60], [0.28, -0.38, 0.26], [-0.29, 0.11, -0.33], [-0.55, -0.02, -0.29], [0.65, 0.28, -0.17], [0.76, -0.20, -0.70], [-0.22, -0.26, 0.36], [0.21, 0.07, -0.30], [0.33, -0.45, 0.23], [0.11, 0.14, 0.00], [0.15, 0.00, -0.44], [-0.25, -0.32, -0.30], [0.07, -0.60, -2.01], [-1.14, -0.50, 0.85], [1.07, 2.27, 1.66], [-1.22, 1.02, 0.59], [1.12, -2.76, -0.23], [0.78, -0.52, -1.63], [1.96, -0.46, 0.97], [-0.49, -0.03, 0.04], [-0.87, 1.36, -0.38], [-0.22, 0.42, -0.11], [0.12, 0.44, 0.47], [0.34, -0.10, 0.77], [-0.06, -0.31, -0.49], [-0.93, 0.52, -0.59], [-0.71, 0.19, 0.72], [0.31, -0.45, -1.03], [-0.02, -0.49, 0.49], [0.58, -0.11, -0.33], [-0.08, 0.44, -0.29], [-0.37, 0.04, 0.28], [-0.40, -0.25, 0.25], [0.08, -0.31, -0.06], [-0.09, 0.25, 0.28], [1.07, -0.44, 0.96], [-0.43, 1.03, -1.82], [0.86, 0.30, 0.68], [-0.92, -0.86, -0.79], [-0.02, -0.60, 0.73], [-0.42, -0.16, 0.83], [0.15, 0.04, -0.10], [-0.34, -0.40, -0.40], [-0.52, 0.20, 0.15], [0.22, 0.03, 0.33], [-0.06, -0.11, 0.64], [-0.25, 0.00, -0.80], [0.44, 0.26, 0.18], [-0.11, 0.86, -0.46], [-0.02, 0.07, 0.14], [0.32, -0.21, -0.64], [-0.04, 0.23, 0.43], [0.69, -0.35, -1.31], [-0.54, 0.99, 2.29], [1.43, -1.00, -0.12], [-0.33, 1.29, -0.22], [0.49, -0.66, 0.18], [-0.89, 0.47, 0.35], [0.10, 0.01, -0.03], [-0.19, -0.43, -0.24], [0.02, 0.14, -0.07], [0.45, -0.21, -1.04], [-0.09, 0.34, -0.03], [-0.54, -0.32, -0.51], [-0.17, -0.16, 0.71], [-0.36, -0.24, 0.23], [-0.25, -0.42, -0.32], [1.24, -0.49, 0.46], [-0.55, 1.15, -0.51], [-1.01, -0.72, 0.97], [-0.66, 1.79, -0.52], [0.63, -0.45, -1.00], [-0.64, 0.38, 0.36], [0.56, 0.03, -0.05], [-0.53, 0.13, 1.49], [-0.09, -0.11, -0.06], [0.23, 0.26, 0.35], [0.35, -0.25, -0.34], [0.50, -0.12, 0.47], [0.53, -0.03, 0.16], [-0.54, 0.04, -0.18], [0.11, 0.70, -1.16], [0.39, -1.06, -0.19], [0.09, -0.24, 0.20], [0.26, 0.32, -0.61], [-0.02, -0.64, 0.30], [1.34, -0.82, -0.37], [-1.18, -0.57, -0.52], [-1.36, -0.39, -1.02], [0.57, 0.34, 0.82], [-0.25, -0.55, -0.81], [-0.46, 0.73, -0.40], [0.25, -0.04, 0.01], [0.25, -0.09, 0.19], [-0.46, 0.18, -0.17], [0.11, 0.27, 0.25], [1.37, 0.07, 0.01], [-0.60, 0.56, 0.97], [0.17, -0.04, 0.39], [0.12, -0.03, -0.42], [0.24, 0.23, 0.32], [-0.39, 0.39, 0.46], [-0.12, -0.35, -0.12], [-0.04, -0.71, -0.27], [2.36, -0.70, 0.67], [-0.47, -1.25, -0.21], [1.00, -0.01, -0.79], [-0.21, 0.18, -0.72], [-1.47, -0.02, -0.07], [-0.41, 0.40, -0.41], [-0.46, -0.06, 0.74], [-0.38, 0.21, 0.43], [-0.07, -0.15, 0.10], [0.10, 0.62, -0.15], [-0.04, 0.17, 0.32], [0.18, 0.08, 0.15], [-0.16, 0.26, 0.28], [0.09, 0.01, 0.17], [-0.30, 0.96, -0.37], [0.27, -0.30, 0.13], [0.55, 0.32, 0.17], [-1.00, 1.05, 0.13], [0.24, 0.64, -1.25], [-1.69, 0.10, 0.84], [-0.23, 0.28, 1.03], [0.43, -0.42, 0.38], [-0.21, -0.28, -0.28], [0.14, 0.24, 0.12], [0.29, -0.16, -0.50], [0.18, -0.30, -0.05], [0.76, -0.48, -0.11], [-0.53, -0.09, -0.46], [0.66, -0.31, 0.05], [0.45, -0.44, -0.33], [0.26, 0.03, -0.21], [-0.45, -0.24, 0.19], [0.24, -0.07, 0.29]],
  "molar_mass_g_mol": 1608.2,
  "homo_energy_ev": -8.4,
  "lumo_ha": 0.0107,
  "multiplicity": 1,
  "homo_lumo_gap_ev": 8.71
}